1.
This record from OMol25 describes a molecular structure, C23H36NO2Si2. The level of theory is ωB97M-V/def2-TZVPD.

Its strongest force on any atom is 2.3 eV/A. The charge is +1. The LUMO energy comes out at -5.78 eV. The calculation puts the HOMO-LUMO gap at 0.1820 Ha. For the relative energy (zero: lowest compared OMol25 entry of this formula, charge and spin), the calculation gives 0.0 kcal per mole. The total energy is -45768.95022 eV.

```
64
Properties=species:S:1:pos:R:3:nbo_charge:R:1
C -0.295 -5.129 0.808 -1.150
Si -0.884 -3.478 0.159 1.886
C -2.050 -3.810 -1.264 -1.141
C -1.634 -2.367 1.462 -1.159
O 0.330 -2.537 -0.610 -0.734
N 1.567 -2.174 -0.086 0.065
O 1.848 -3.059 1.014 -0.740
Si 3.282 -3.727 0.314 1.891
C 3.908 -5.088 1.392 -1.162
C 2.715 -4.404 -1.339 -1.149
C 4.435 -2.273 0.185 -1.152
C 1.446 -0.891 0.519 0.172
C 0.923 0.095 -0.463 -0.655
C 1.715 -0.618 1.818 -0.456
H -1.160 -5.657 1.245 0.241
H 0.093 -5.768 0.003 0.245
H 0.462 -5.032 1.597 0.253
H -2.932 -4.372 -0.920 0.243
H -2.393 -2.866 -1.709 0.237
H -1.545 -4.403 -2.040 0.252
H -2.519 -2.849 1.908 0.240
H -0.928 -2.150 2.275 0.250
H -1.965 -1.419 1.014 0.228
H 4.825 -5.450 0.902 0.248
H 4.165 -4.726 2.396 0.246
H 3.198 -5.922 1.461 0.251
H 3.601 -4.680 -1.929 0.238
H 2.080 -5.294 -1.240 0.238
H 2.151 -3.628 -1.879 0.257
H 5.390 -2.613 -0.242 0.242
H 4.002 -1.511 -0.481 0.245
H 4.635 -1.813 1.163 0.246
H 0.966 1.102 -0.029 0.196
H 1.511 0.060 -1.396 0.230
H -0.120 -0.151 -0.713 0.233
H 1.652 0.423 2.116 0.188
H 1.940 -1.386 2.544 0.234
C -3.237 6.074 -4.414 -0.658
C -2.541 5.529 -3.205 0.133
C -1.144 5.599 -3.117 -0.242
C -0.476 5.101 -2.017 -0.086
C -1.176 4.513 -0.916 -0.102
C -0.398 4.020 0.157 0.122
C -0.799 3.261 1.283 -0.183
C 0.108 3.201 2.386 -0.103
C -0.180 2.447 3.513 -0.213
C -1.389 1.736 3.606 -0.110
C -2.294 1.785 2.535 -0.159
C -1.998 2.494 1.372 -0.135
C -2.604 4.527 -0.985 -0.116
C -3.250 4.975 -2.130 -0.224
H -4.287 5.767 -4.426 0.235
H -3.199 7.172 -4.433 0.256
H -2.746 5.720 -5.329 0.248
H -0.591 6.058 -3.937 0.240
H 0.612 5.154 -1.961 0.228
H 0.654 4.306 0.132 0.225
H 1.040 3.766 2.310 0.230
H 0.541 2.403 4.330 0.243
H -1.615 1.146 4.500 0.244
H -3.246 1.256 2.612 0.233
H -2.671 2.443 0.515 0.227
H -3.193 4.201 -0.130 0.230
H -4.336 4.909 -2.207 0.237
```

***

2.
This record from OMol25 describes 2 unconnected molecules or ions with the total composition C23H36NO6. The level of theory is ωB97M-V/def2-TZVPD.

Its strongest force on any atom is 1.7 eV/A. The charge is +1. The LUMO energy comes out at -2.43 eV. The calculation puts the HOMO-LUMO gap at 0.3120 Ha. The total energy is -38202.60878 eV.

```
66
Properties=species:S:1:pos:R:3:nbo_charge:R:1
C -0.015 5.609 0.102 -0.599
C -0.521 4.467 -0.825 -0.233
C -1.711 5.032 -1.642 -0.613
C 0.662 4.051 -1.708 -0.386
C 0.531 2.694 -2.406 -0.228
C -0.707 2.556 -3.281 -0.612
C 0.655 1.533 -1.394 -0.070
O -0.598 0.800 -1.270 -0.495
C -1.087 0.727 -0.037 0.258
C -2.322 1.047 0.378 -0.177
C -3.429 1.609 -0.396 -0.018
C -3.764 1.132 -1.662 -0.216
C -4.802 1.732 -2.364 -0.197
C -5.514 2.799 -1.823 -0.195
C -5.200 3.262 -0.548 -0.205
C -4.163 2.668 0.161 -0.194
C -2.398 0.719 1.826 0.782
O -3.109 1.103 2.669 -0.476
O -1.327 -0.186 2.061 -0.520
C -0.358 0.245 1.194 0.733
O 0.798 0.280 1.457 -0.544
H -0.286 6.583 -0.292 0.207
H 1.064 5.593 0.235 0.202
H -0.467 5.551 1.092 0.211
H -0.857 3.675 -0.155 0.190
H -1.449 5.122 -2.691 0.208
H -2.535 4.318 -1.608 0.212
H -2.073 5.969 -1.239 0.214
H 1.536 3.974 -1.060 0.197
H 0.851 4.839 -2.436 0.215
H 1.376 2.606 -3.090 0.206
H -0.720 3.307 -4.068 0.216
H -0.756 1.580 -3.758 0.210
H -1.615 2.685 -2.704 0.217
H 0.999 1.881 -0.427 0.203
H 1.366 0.828 -1.816 0.182
H -3.220 0.308 -2.100 0.221
H -5.058 1.392 -3.356 0.220
H -6.305 3.281 -2.376 0.224
H -5.739 4.075 -0.089 0.225
H -3.913 3.018 1.150 0.228
C 4.307 -6.429 4.600 -0.251
O 3.803 -6.257 3.276 -0.570
C 2.410 -6.036 3.250 -0.084
C 2.052 -5.684 1.809 -0.240
N 3.145 -4.842 1.233 -0.512
C 3.087 -3.378 1.533 -0.239
C 2.149 -2.711 0.534 -0.089
O 2.362 -3.345 -0.710 -0.572
C 1.393 -2.964 -1.684 -0.250
H 3.835 -7.287 5.081 0.189
H 5.375 -6.605 4.520 0.213
H 4.136 -5.526 5.191 0.180
H 2.145 -5.218 3.930 0.182
H 1.871 -6.937 3.554 0.210
H 1.108 -5.153 1.724 0.233
H 2.015 -6.585 1.199 0.232
H 3.153 -4.918 0.210 0.460
H 4.021 -5.240 1.588 0.460
H 4.102 -3.007 1.405 0.232
H 2.778 -3.235 2.565 0.235
H 2.375 -1.645 0.466 0.225
H 1.104 -2.833 0.843 0.179
H 0.394 -3.273 -1.365 0.178
H 1.644 -3.473 -2.610 0.212
H 1.415 -1.885 -1.847 0.186
```

***

3.
This record from OMol25 describes a molecular structure, C23H37EuN8PS2. The level of theory is ωB97M-V/def2-TZVPD.

Its strongest force on any atom is 1.4 eV/A. The charge is -2. The LUMO energy (alpha / beta) comes out at 4.09 / 4.04 eV. The spin multiplicity is 8. The calculation puts the HOMO-LUMO gap (alpha / beta) at 0.0890 / 0.1889 Ha. For the relative energy (zero: lowest compared OMol25 entry of this formula, charge and spin), the calculation gives 21.7 kcal per mole. The total energy is -86660.79419 eV.

```
72
Properties=species:S:1:pos:R:3:lowdin_charge:R:1
Eu 0.540 0.015 0.014 1.192
S 2.952 -0.612 1.144 0.413
C 2.479 -1.509 2.580 -0.806
C 3.526 -1.653 3.572 -0.323
N 4.369 -1.754 4.354 0.118
C 1.270 -2.070 2.843 -0.818
S -0.135 -2.049 1.807 0.425
C 1.096 -2.762 4.104 -0.323
N 0.923 -3.320 5.098 0.122
C -3.631 -2.104 -3.608 -0.256
N -3.280 -2.040 -2.181 -0.170
C -4.307 -1.416 -1.372 -0.112
C -1.970 -1.740 -1.833 -0.442
N -1.628 -0.865 -0.968 0.057
N -1.073 -2.554 -2.482 0.131
C 0.308 -2.540 -2.475 -0.566
N 0.809 -3.527 -3.280 0.080
N 1.004 -1.731 -1.775 0.033
H -4.545 -2.686 -3.729 0.042
H -2.851 -2.584 -4.201 -0.014
H -3.796 -1.094 -4.015 0.067
H -5.251 -1.920 -1.578 0.075
H -4.438 -0.346 -1.599 0.086
H -4.076 -1.535 -0.312 0.088
H -2.434 -0.333 -0.663 0.019
H -1.493 -3.343 -2.981 0.057
H 0.207 -3.815 -4.061 -0.010
H 1.777 -3.404 -3.536 0.074
H 1.996 -1.885 -1.907 0.046
C -1.203 4.019 3.759 -0.120
C -0.596 3.408 2.494 -0.532
C 0.929 3.315 2.643 -0.119
P -1.259 1.785 1.875 1.030
C -1.804 0.755 3.328 -0.573
C -3.074 1.100 4.107 -0.120
C -0.619 0.531 4.274 -0.133
C -2.828 2.232 0.962 -0.555
C -2.508 2.535 -0.510 -0.159
C -3.687 3.376 1.510 -0.132
H -0.770 5.013 3.918 0.075
H -0.959 3.417 4.636 0.058
H -2.284 4.130 3.713 0.046
H -0.792 4.076 1.648 0.101
H 1.205 2.655 3.470 0.070
H 1.349 4.306 2.846 0.079
H 1.398 2.945 1.734 0.033
H -1.971 -0.206 2.837 0.039
H -3.009 2.068 4.606 0.056
H -3.231 0.339 4.881 0.075
H -3.959 1.097 3.469 0.059
H -0.483 1.381 4.950 0.063
H 0.313 0.375 3.729 0.048
H -0.783 -0.363 4.880 0.079
H -3.415 1.305 1.008 0.090
H -2.022 3.514 -0.594 0.075
H -3.435 2.575 -1.095 0.069
H -1.814 1.832 -0.971 0.003
H -3.150 4.324 1.427 0.071
H -3.994 3.243 2.544 0.047
H -4.593 3.466 0.899 0.073
N 0.625 1.757 -1.201 -0.263
C 1.456 2.810 -1.277 -0.510
C 1.265 3.891 -2.211 -0.097
C 2.088 5.003 -2.264 -0.171
C 3.196 5.140 -1.424 -0.183
C 3.450 4.094 -0.532 -0.155
C 2.631 2.980 -0.456 -0.123
H 0.414 3.805 -2.882 0.075
H 1.870 5.787 -2.986 0.074
H 3.842 6.010 -1.472 0.062
H 4.315 4.152 0.123 0.083
H 2.891 2.191 0.236 0.030
```